{"formula": "C24H31AlI2O3PRuS2", "method": "ωB97M-V/def2-TZVPD", "species": ["I", "I", "Al", "Ru", "S", "S", "C", "C", "C", "C", "C", "C", "C", "C", "C", "C", "C", "O", "O", "O", "H", "H", "H", "H", "H", "H", "H", "H", "H", "H", "H", "H", "H", "H", "H", "H", "H", "H", "C", "P", "C", "C", "C", "C", "C", "C", "C", "C", "C", "C", "C", "C", "H", "H", "H", "H", "H", "H", "H", "H", "H", "H", "H", "H", "H"], "positions_angstrom": [[0.02, 3.69, 0.76], [-1.89, 2.69, -3.35], [-1.00, 0.65, -2.26], [0.36, 0.23, 0.04], [-2.04, 1.09, -0.25], [1.00, 1.77, -1.64], [-0.51, -0.75, 1.32], [-3.70, 0.26, -0.06], [2.41, 1.29, -2.76], [-4.68, 0.95, -1.00], [-3.60, -1.23, -0.28], [-4.02, 0.62, 1.40], [2.27, 1.85, -4.18], [2.44, -0.22, -2.68], [3.59, 1.97, -2.07], [-2.36, -0.55, -3.47], [-0.68, -0.36, -4.17], [-1.12, -1.31, 2.16], [-3.26, -0.88, -4.15], [-0.50, -0.56, -5.32], [-4.49, 0.73, -2.06], [-4.61, 2.03, -0.90], [-5.71, 0.67, -0.73], [-3.27, -1.51, -1.28], [-4.58, -1.68, -0.08], [-2.90, -1.68, 0.42], [-3.30, 0.12, 2.07], [-5.04, 0.32, 1.67], [-3.92, 1.70, 1.56], [3.24, 1.71, -4.70], [2.09, 2.93, -4.13], [1.46, 1.40, -4.76], [3.42, -0.59, -2.99], [1.63, -0.70, -3.24], [2.27, -0.54, -1.64], [4.51, 1.82, -2.66], [3.75, 1.57, -1.07], [3.40, 3.05, -1.98], [1.95, 1.22, 2.03], [2.27, -0.29, 1.03], [4.11, -0.37, 1.02], [4.72, -0.26, 2.29], [6.11, -0.24, 2.39], [6.90, -0.32, 1.24], [6.29, -0.53, -0.01], [4.90, -0.61, -0.12], [2.06, -1.70, 2.21], [2.00, -2.97, 1.61], [1.62, -4.07, 2.38], [1.39, -3.92, 3.75], [1.54, -2.67, 4.36], [1.87, -1.54, 3.59], [2.47, 2.05, 1.53], [2.24, 1.08, 3.08], [0.87, 1.47, 2.00], [4.11, -0.15, 3.19], [6.56, -0.15, 3.37], [7.98, -0.24, 1.32], [6.92, -0.63, -0.90], [4.44, -0.83, -1.09], [2.21, -3.09, 0.54], [1.54, -5.06, 1.92], [1.08, -4.77, 4.36], [1.42, -2.55, 5.44], [1.95, -0.56, 4.07]], "nbo_charge": [0.106, 0.240, 0.969, -0.174, -0.015, -0.157, 0.622, -0.070, -0.080, -0.639, -0.631, -0.641, -0.637, -0.626, -0.631, 0.383, 0.381, -0.451, -0.251, -0.254, 0.209, 0.239, 0.281, 0.198, 0.277, 0.215, 0.216, 0.275, 0.236, 0.265, 0.248, 0.216, 0.240, 0.220, 0.188, 0.253, 0.176, 0.258, -0.968, 1.055, -0.321, -0.056, 0.033, -0.202, -0.049, 0.012, -0.424, -0.018, 0.046, -0.209, -0.067, 0.029, 0.287, 0.245, 0.272, 0.239, 0.279, 0.296, 0.280, 0.253, 0.239, 0.273, 0.295, 0.284, 0.246], "energy_ha": -3227.5604, "max_force_ev_per_a": 9.118, "homo_ev": [-19.4, -19.2], "multiplicity": 6, "homo_lumo_gap_ev": [6.24, 3.34], "total_charge": 4}